Entry from OMol25: a 11-piece molecular cluster, C11H15BBrCl30F3NOP2S overall (ωB97M-V/def2-TZVPD).

Results
E_tot in a.u.: -18343.421675
Total charge: -1

Each line ends with the Löwdin charge.
Positions of all 66 atoms, in Å:
N -3.85 -1.28 2.50  -0.0049
B -3.30 -0.25 1.52  -1.0179
P -1.79 0.52 2.48  0.2841
S -2.15 1.59 4.11  0.0028
P -2.71 -1.24 -0.13  0.6006
O -3.19 -2.76 0.28  -0.4891
Br -0.45 -1.39 0.10  0.2080
C -4.42 0.90 1.07  -0.5553
F -4.78 0.86 -0.25  0.0199
F -4.04 2.21 1.27  0.0255
F -5.60 0.77 1.74  0.0779
H -4.05 -0.89 3.41  0.0399
H -4.65 -1.79 2.16  0.0489
H -0.97 -0.57 2.80  -0.0906
H -1.00 1.25 1.57  -0.1097
H -2.85 -3.02 1.14  0.0226
C 2.47 -2.62 -2.29  -1.5663
Cl 1.40 -4.02 -2.19  0.5036
Cl 1.79 -1.39 -3.36  0.5159
Cl 2.81 -1.96 -0.70  0.4674
H 3.41 -2.96 -2.71  -0.0784
C 2.48 -4.27 2.27  -1.5224
Cl 4.04 -3.57 1.82  0.4639
Cl 1.40 -3.07 2.96  0.5285
Cl 1.74 -5.07 0.89  0.5052
H 2.67 -5.02 3.03  0.0084
C 7.37 -3.18 -3.72  -1.5421
Cl 7.14 -4.93 -3.73  0.5278
Cl 7.49 -2.55 -5.36  0.5178
Cl 6.09 -2.38 -2.81  0.5467
H 8.31 -2.97 -3.22  0.0085
C 3.28 0.95 3.15  -1.5226
Cl 1.53 0.91 3.22  0.5253
Cl 3.97 1.11 4.78  0.5096
Cl 3.90 -0.51 2.36  0.4847
H 3.59 1.81 2.58  -0.0271
C -4.46 5.06 -0.68  -1.5347
Cl -2.96 5.76 -1.29  0.5169
Cl -5.47 6.31 0.06  0.5191
Cl -5.33 4.24 -1.97  0.5410
H -4.22 4.32 0.08  -0.0039
C -4.10 -5.67 -0.60  -1.5628
Cl -4.43 -5.59 1.12  0.5446
Cl -2.38 -5.94 -0.91  0.5239
Cl -5.07 -6.93 -1.38  0.5053
H -4.37 -4.72 -1.03  0.0028
C 4.01 -3.08 -7.19  -1.5370
Cl 5.01 -4.45 -7.70  0.5146
Cl 3.85 -3.04 -5.44  0.5314
Cl 4.68 -1.57 -7.79  0.5203
H 3.03 -3.21 -7.61  0.0126
C 1.58 4.73 2.04  -1.5269
Cl 1.67 4.68 3.80  0.5042
Cl 3.19 4.43 1.33  0.5178
Cl 0.41 3.57 1.44  0.5394
H 1.28 5.73 1.74  0.0105
C -4.85 3.68 -5.72  -1.5700
Cl -3.23 4.18 -6.21  0.5188
Cl -6.05 4.20 -6.92  0.5078
Cl -4.92 1.95 -5.46  0.5314
H -5.08 4.18 -4.79  -0.0438
C 2.27 5.57 7.77  -1.5566
Cl 3.10 6.89 6.93  0.5101
Cl 0.57 5.96 8.03  0.5294
Cl 2.45 4.06 6.89  0.5104
H 2.74 5.46 8.74  0.0063